No. 1
C33H47BIrN4O2P2 as an isolated structure in a non-equilibrium geometry, computed with ωB97M-V with the def2-TZVPD basis set.

Summary:
- LUMO (alpha / beta): -5.6 / -9.5 eV
- Charge: +2
- Spin multiplicity: 6
- Kohn-Sham gap (alpha / beta): 4.8 / 3.2 eV
- ⟨S²⟩: 8.78

Positions of all 90 atoms, in Å:
Ir  0.69287  0.57379  0.87949
C  -2.45485  -4.63732  -1.98271
C  -2.43772  -3.64813  -2.88518
C  -3.69674  -2.88703  -3.23530
C  -4.66275  -2.59467  -2.04940
C  -4.02528  -2.32027  -0.71274
C  -3.77975  -3.29049  0.18762
C  -4.25201  -4.68456  -0.13565
C  -3.70090  -5.28550  -1.46885
C  0.93768  1.29079  2.83818
H  -1.53525  -5.08229  -1.61070
H  -1.61198  -3.53882  -3.60834
H  -4.26971  -3.49421  -3.96880
H  -3.46002  -1.92133  -3.72462
H  -5.24135  -1.69334  -2.31424
H  -5.40220  -3.41166  -1.99762
H  -3.99102  -1.26613  -0.44128
H  -3.44634  -3.07809  1.20388
H  -5.35272  -4.68942  -0.22000
H  -3.97860  -5.38500  0.66284
H  -3.43223  -6.32253  -1.23755
H  -4.50783  -5.37052  -2.21800
H  1.82695  0.81249  3.26601
H  0.05942  1.03561  3.43351
H  1.06830  2.37554  2.82091
P  -1.50724  1.03721  0.87173
P  0.49343  0.12885  -1.24119
N  -2.33401  0.14517  2.13945
N  -2.02676  2.68573  1.11539
N  0.70497  -1.60931  -1.17674
N  1.62628  0.51789  -2.51252
C  -2.20168  0.53516  -0.71799
C  -1.17652  0.47569  -1.85796
C  -1.68741  -0.67298  3.07496
C  -2.59165  -1.00790  4.07157
C  -3.85457  -0.44690  3.70980
C  -3.66990  0.25839  2.52627
C  -1.64013  3.46209  2.21892
C  -2.09442  4.75305  2.03054
C  -2.79328  4.79291  0.78397
C  -2.74629  3.51604  0.24582
C  1.14011  -2.25466  -0.02031
C  1.00010  -3.63068  -0.21624
C  0.57544  -3.82392  -1.56713
C  0.38312  -2.55995  -2.12717
C  1.89377  -0.06413  -3.76370
C  2.78528  0.75557  -4.45506
C  3.06830  1.88510  -3.61517
C  2.33124  1.72927  -2.45086
H  -3.04932  1.18597  -0.97160
H  -2.60589  -0.46828  -0.57131
H  -1.47683  -0.26373  -2.61964
H  -1.11477  1.46130  -2.34190
H  -0.64170  -0.91520  2.95255
H  -2.35318  -1.56775  4.96338
H  -4.77247  -0.55364  4.26766
H  -4.36517  0.81924  1.92771
H  -1.07162  3.01242  3.01994
H  -1.95482  5.57750  2.71043
H  -3.27022  5.64979  0.34535
H  -3.15239  3.11837  -0.66860
H  1.52649  -1.67677  0.82472
H  1.17468  -4.39682  0.52288
H  0.38747  -4.74930  -2.09089
H  0.02039  -2.26325  -3.09957
H  1.43119  -1.00622  -4.03801
H  3.17724  0.57832  -5.45050
H  3.72636  2.71515  -3.85437
H  2.23247  2.36620  -1.57887
C  5.81830  0.91077  0.45127
C  4.83244  1.49953  1.45655
C  5.53132  1.50808  2.80544
O  3.69392  0.63145  1.52992
B  2.60205  1.27916  0.92984
O  2.95053  2.54562  0.43022
C  4.21575  2.89711  1.00052
C  3.92678  3.81959  2.18811
C  4.99177  3.64988  -0.07439
H  5.42857  0.90250  -0.57555
H  6.07758  -0.10848  0.76668
H  6.75734  1.47678  0.46388
H  5.83539  0.48335  3.04863
H  6.45307  2.10533  2.75936
H  4.89464  1.90540  3.60579
H  4.84284  4.18905  2.67018
H  3.39395  4.70466  1.81665
H  3.30326  3.31304  2.94559
H  5.06029  3.07959  -1.01605
H  4.51390  4.61656  -0.28730
H  6.00426  3.87311  0.28745


No. 2
C33H47N10S2Ti as an isolated structure in a non-equilibrium geometry, computed with ωB97M-V with the def2-TZVPD basis set.

Summary:
- LUMO (alpha / beta): 2.0 / 2.0 eV
- Charge: -1
- Spin multiplicity: 3
- Kohn-Sham gap (alpha / beta): 5.2 / 6.1 eV
- ⟨S²⟩: 2.00

Positions of all 93 atoms, in Å:
Ti  -0.41456  0.10333  -0.18305
C  0.18932  1.91787  -2.63375
C  -1.27752  2.26137  -2.39815
N  -1.70633  1.83490  -1.05345
C  -2.76132  2.67911  -0.47786
C  -2.22838  3.98005  0.10244
N  -1.08217  3.69491  0.95219
C  -0.76345  4.77730  1.87665
C  0.49501  4.50831  2.70897
C  0.52692  3.17587  3.47713
N  0.60620  1.98321  2.63507
C  1.89742  1.60705  2.08322
C  2.09493  2.13734  0.65938
N  0.99064  1.74309  -0.23722
C  1.09603  2.47040  -1.53221
H  0.27459  0.83282  -2.65678
H  0.51369  2.29893  -3.60432
H  -1.39242  3.34622  -2.44765
H  -1.89763  1.82490  -3.18390
H  -2.04728  0.86441  -1.05444
H  -3.53941  2.90269  -1.21593
H  -3.21579  2.11773  0.33378
H  -1.92202  4.68304  -0.68206
H  -3.05430  4.44806  0.65576
H  -1.36325  2.90780  1.53817
H  -0.61359  5.69253  1.29557
H  -1.60865  4.96362  2.55864
H  1.37676  4.58647  2.06621
H  0.57824  5.30948  3.45238
H  1.37319  3.21201  4.18013
H  -0.39243  3.09460  4.06080
H  0.13819  1.20450  3.07305
H  2.73270  1.97665  2.69419
H  1.95422  0.52103  2.05362
H  2.14311  3.22770  0.68106
H  3.04320  1.77334  0.26491
H  0.13892  2.10164  0.23828
H  0.87360  3.53229  -1.36677
H  2.13141  2.40094  -1.86361
S  -2.87161  2.35124  3.21842
C  -2.64576  0.67746  3.07433
S  -2.20230  -0.10525  1.55547
C  -2.83807  -0.18815  4.17549
C  -2.46837  -1.57353  4.14160
N  -2.16021  -2.68838  4.11405
C  -3.40807  0.28607  5.40603
N  -3.89487  0.64038  6.39209
C  4.88797  -1.91823  0.29983
C  4.18409  -0.99582  -0.66496
N  2.83147  -0.78212  -0.19504
C  2.04836  -1.73183  0.43035
N  0.77137  -1.47466  0.60878
C  0.01417  -2.58286  1.26823
C  0.82767  -3.28099  2.33013
C  2.02586  -3.88023  1.64790
N  2.71303  -2.84286  0.88457
C  4.04880  -3.16917  0.40779
H  4.94898  -1.44183  1.28156
H  5.89675  -2.14880  -0.04407
H  4.20439  -1.43410  -1.66964
H  4.68896  -0.02978  -0.71532
H  2.26865  -0.13274  -0.71074
H  -0.28240  -3.31104  0.50970
H  -0.87946  -2.17839  1.69993
H  0.23140  -4.03859  2.83530
H  1.14482  -2.54961  3.07952
H  1.71151  -4.69181  0.98162
H  2.73870  -4.29052  2.36607
H  4.00050  -3.66808  -0.56807
H  4.48910  -3.87075  1.11452
C  -4.64983  -1.08293  -3.85963
C  -4.60933  -0.82662  -2.49735
C  -3.41542  -0.89270  -1.78435
C  -2.20515  -1.19050  -2.41910
C  -2.27079  -1.48210  -3.79821
C  -3.46489  -1.42993  -4.50161
N  -0.94449  -1.14790  -1.74249
C  -0.08687  -2.20132  -2.16029
C  1.19982  -1.96224  -2.64542
C  2.05591  -3.00495  -2.99694
C  1.64533  -4.32505  -2.88871
C  0.34623  -4.58289  -2.45124
C  -0.50254  -3.54293  -2.10768
H  -5.58216  -1.02475  -4.40827
H  -5.52512  -0.59358  -1.96470
H  -3.43540  -0.75450  -0.71067
H  -1.35547  -1.73732  -4.31845
H  -3.46934  -1.66224  -5.56203
H  1.52637  -0.93787  -2.78516
H  3.04002  -2.77923  -3.39404
H  2.31406  -5.13622  -3.15192
H  -0.01116  -5.60545  -2.38579
H  -1.51304  -3.74942  -1.77187


Question: The lowest ⟨S²⟩ belongs to which entry?
Answer: C33H47N10S2Ti